ORCA calculation (wB97M-V/def2-TZVPD) on a molecular structure, C45H48Ge2N2O3PReSSe2 in a non-equilibrium geometry.

CARTESIAN COORDINATES (ANGSTROEM)
Re1 0.60 -0.29 -0.81
Se1 -0.16 -2.44 -1.90
Se2 2.92 -1.26 -0.99
Ge1 -1.87 -2.02 1.28
Ge2 -3.88 -2.12 -0.34
S1 -2.87 1.54 0.49
P1 1.24 1.59 0.55
O1 -2.89 3.95 1.68
O2 1.96 -2.38 1.53
O3 0.12 -1.15 1.13
N1 0.77 0.80 -2.45
N2 -1.30 1.22 0.43
C1 -1.30 -6.14 0.72
C2 0.29 -5.48 2.41
C3 1.26 -3.64 -1.32
C4 0.28 3.66 -4.40
C5 -1.17 -3.82 1.42
C6 3.62 2.42 -0.53
C7 -1.78 3.73 2.42
C8 2.44 -0.67 3.78
C9 4.56 3.31 -1.02
C10 3.02 0.28 4.61
C11 1.08 2.52 -4.35
C12 -1.50 -0.65 5.25
C13 -2.82 -0.34 5.57
C14 2.50 1.99 3.00
C15 -0.67 3.40 -0.41
C16 -1.74 -4.82 0.63
C17 4.32 4.68 -0.94
C18 -3.82 -0.48 4.62
C19 -1.91 3.84 -0.57
C20 2.43 2.87 0.04
C21 0.29 -2.33 -3.79
C22 -0.16 -4.17 2.32
C23 0.87 1.55 -3.31
C24 2.22 4.25 0.16
C25 2.65 -3.12 -1.61
C26 -0.43 2.40 0.72
C27 1.31 -1.38 1.71
C28 2.40 3.34 -6.18
C29 0.55 4.64 -5.34
C30 2.14 2.35 -5.25
C31 -3.51 -0.93 3.35
C32 -0.28 -6.46 1.61
C33 1.86 1.05 2.18
C34 3.68 -0.63 -2.67
C35 -2.19 -1.26 3.02
C36 -2.97 3.39 0.38
C37 -0.69 3.04 2.08
C38 -5.04 -3.23 0.77
C39 3.17 5.14 -0.33
C40 -4.85 -0.51 -0.86
C41 -1.19 -1.11 3.98
C42 3.06 1.61 4.22
C43 1.61 4.48 -6.23
C44 -3.53 -2.95 -2.06
C45 1.84 -0.29 2.59
H1 0.04 -3.28 -4.26
H2 -1.76 -6.91 0.11
H3 -2.53 -4.58 -0.07
H4 5.04 5.38 -1.33
H5 0.13 3.68 -1.08
H6 -4.85 -0.23 4.87
H7 -0.56 3.76 -3.72
H8 1.10 -4.60 -1.82
H9 -1.88 4.17 3.40
H10 0.07 -7.48 1.68
H11 5.48 2.95 -1.46
H12 2.45 -1.72 4.06
H13 0.29 -3.42 2.96
H14 -4.60 -4.21 0.98
H15 4.64 -1.11 -2.80
H16 3.54 2.35 4.84
H17 -5.33 -0.01 -0.01
H18 3.80 0.45 -2.61
H19 2.74 1.45 -5.21
H20 2.87 -3.12 -2.67
H21 -4.22 0.20 -1.39
H22 -4.30 -1.04 2.61
H23 -4.51 -3.13 -2.50
H24 -3.97 3.61 0.03
H25 -2.98 -3.90 -2.01
H26 3.39 -3.72 -1.09
H27 -3.06 0.02 6.56
H28 -0.16 -1.35 3.74
H29 -2.99 -2.26 -2.71
H30 0.07 2.94 2.84
H31 3.82 1.36 -0.56
H32 -0.72 -0.55 5.99
H33 1.10 -3.77 -0.26
H34 -5.97 -3.37 0.21
H35 1.81 5.25 -6.97
H36 1.33 4.63 0.65
H37 -0.31 -1.54 -4.22
H38 3.46 -0.02 5.55
H39 3.22 3.21 -6.88
H40 -2.20 4.49 -1.40
H41 1.34 -2.11 -3.92
H42 2.99 6.21 -0.23
H43 3.02 -0.87 -3.50
H44 -5.63 -0.87 -1.53
H45 -5.27 -2.75 1.72
H46 2.58 3.02 2.68
H47 -0.06 5.53 -5.38
H48 1.07 -5.73 3.11

Values from the calculation:
Largest force on an atom (eV/Å): 1.6
Multiplicity: 3
Frontier orbital gap (spin up / spin down) (eV): 7.75 / 6.06
LUMO level (spin up / spin down) (eV): -4.9 / -6.3
Expectation value of S²: 2.013
Total charge: +2
Energy above the lowest of the compared OMol25 structures with the same formula, charge and spin (kJ/mol): 351.6
E_tot (eV): -322529.8816
E_HOMO (spin up / spin down) (eV): -12.680 / -12.338

Atom charges from the Mulliken analysis, given in e for atoms 1 to 8: -0.938, 0.454, 0.332, -1.000, 1.526, 0.000, 0.223, -0.475

---

ORCA calculation (wB97M-V/def2-TZVPD) on a single C4H8N2O molecule in a non-equilibrium geometry.

CARTESIAN COORDINATES (ANGSTROEM)
O1 2.40 0.67 0.55
N1 -0.33 0.28 0.79
N2 -1.34 -1.57 -1.66
C1 -0.49 -0.90 -1.25
C2 0.33 0.07 -0.50
C3 1.79 -0.32 -0.24
C4 -1.80 0.39 0.71
H1 1.81 -1.31 0.25
H2 -2.15 0.38 -0.34
H3 -2.15 1.32 1.18
H4 1.68 1.01 1.11
H5 2.36 -0.41 -1.17
H6 0.35 1.03 -1.03
H7 -0.08 -0.52 1.36
H8 -2.26 -0.46 1.21

Values from the calculation:
Largest force on an atom (eV/Å): 1.3
Frontier orbital gap (eV): 10.96
LUMO level (eV): 0.8
SMILES: CN[C@H](C#N)CO
Energy above the lowest of the compared OMol25 structures with the same formula, charge and spin (kJ/mol): 200.7
E_tot (eV): -9304.3134
E_HOMO (eV): -10.138

Atom charges from the Mulliken analysis, given in e for atoms 1 to 8: -0.520, -0.424, -0.481, 0.228, 0.339, -0.720, -0.872, 0.336

---

ORCA calculation (wB97M-V/def2-TZVPD) on a single C6H12N2O molecule in a non-equilibrium geometry.

CARTESIAN COORDINATES (ANGSTROEM)
O1 1.35 -1.47 1.41
N1 -2.25 -1.26 -1.51
N2 -2.14 -0.73 0.74
C1 1.85 1.48 1.16
C2 -1.48 -1.17 -0.38
C3 0.52 1.38 -0.97
C4 -0.16 -1.40 -0.42
C5 0.79 -0.70 0.43
C6 1.05 0.61 0.23
H1 -0.38 1.94 -0.70
H2 1.27 2.10 -1.32
H3 0.30 0.74 -1.83
H4 -1.63 -1.02 1.57
H5 0.30 -1.91 -1.27
H6 2.13 -1.00 1.75
H7 2.07 1.00 2.11
H8 1.29 2.39 1.39
H9 -2.94 -0.51 -1.47
H10 -3.07 -1.15 0.75
H11 2.80 1.77 0.69
H12 -1.67 -1.11 -2.34

Values from the calculation:
Largest force on an atom (eV/Å): 1.6
Frontier orbital gap (eV): 8.48
LUMO level (eV): 0.8
SMILES: CC(C)=C(O)C=C(N)N
Energy above the lowest of the compared OMol25 structures with the same formula, charge and spin (kJ/mol): 140.0
E_tot (eV): -11443.2196
E_HOMO (eV): -7.633

Atom charges from the Mulliken analysis, given in e for atoms 1 to 8: -0.585, -0.679, -0.609, -1.521, 0.402, -1.445, -0.629, 0.228

---

ORCA calculation (wB97M-V/def2-TZVPD) on a molecular structure, C3H5N3O in a non-equilibrium geometry.

CARTESIAN COORDINATES (ANGSTROEM)
O1 -0.73 -0.22 -1.72
N1 -0.32 0.40 0.53
N2 1.16 -1.67 0.70
N3 -0.67 1.69 0.19
C1 -0.30 -0.50 -0.47
C2 1.37 -0.34 0.56
C3 0.05 -1.83 0.01
H1 1.85 0.20 1.38
H2 0.02 2.14 -0.41
H3 -0.49 -2.75 -0.10
H4 -1.17 0.65 -1.70
H5 -0.79 2.24 1.03

Values from the calculation:
Largest force on an atom (eV/Å): 3.4
Frontier orbital gap (spin up / spin down) (eV): 7.46 / 7.46
LUMO level (spin up / spin down) (eV): 0.2 / 0.2
Energy above the lowest of the compared OMol25 structures with the same formula, charge and spin (kJ/mol): 605.4
E_tot (eV): -9704.3090
E_HOMO (spin up / spin down) (eV): -7.246 / -7.247

Atom charges from the Mulliken analysis, given in e for atoms 1 to 8: -0.422, 0.091, -0.321, -0.664, 0.850, -0.581, -0.493, 0.210

---

ORCA calculation (wB97M-V/def2-TZVPD) on a molecular structure, C49H50ClN9O3SSbYb in a non-equilibrium geometry.

CARTESIAN COORDINATES (ANGSTROEM)
Yb1 13.17 12.14 13.03
Sb1 17.03 13.39 11.95
Cl1 7.58 12.07 7.19
S1 11.11 10.28 13.61
O1 13.61 14.39 12.92
O2 13.25 10.81 11.35
O3 6.42 15.49 15.18
N1 9.70 13.94 15.20
N2 11.57 11.90 10.28
N3 11.94 12.87 11.18
N4 10.69 14.51 15.91
N5 11.44 13.25 14.24
N6 15.23 12.79 14.53
N7 15.20 13.14 9.70
N8 15.66 10.61 12.63
N9 9.91 10.70 16.18
C1 17.46 10.52 11.08
C2 17.48 9.16 11.04
C3 13.32 8.77 9.41
C4 13.02 15.43 12.42
C5 15.67 14.10 10.43
C6 14.55 15.83 9.20
C7 12.40 9.83 9.34
C8 8.38 16.90 14.80
C9 13.83 11.97 16.42
C10 14.87 12.90 15.80
C11 9.68 17.01 13.87
C12 10.16 13.16 14.25
C13 13.49 7.87 8.34
C14 6.62 14.29 10.39
C15 14.09 12.30 7.74
C16 13.06 17.90 12.21
C17 16.90 14.57 14.80
C18 11.65 8.91 7.19
C19 16.55 8.53 11.85
C20 7.73 15.43 14.68
C21 11.72 14.14 15.25
C22 7.40 17.94 14.32
C23 15.52 13.84 16.62
C24 15.75 9.27 12.68
C25 7.91 11.84 9.82
C26 11.53 9.83 8.25
C27 7.67 15.06 13.22
C28 15.42 15.47 10.24
C29 13.46 16.76 12.84
C30 14.47 13.45 8.61
C31 7.03 13.49 11.45
C32 14.20 14.78 8.32
C33 8.29 14.25 15.51
C34 8.66 17.21 16.30
C35 6.84 13.78 12.89
C36 12.71 7.92 7.23
C37 16.52 14.69 16.13
C38 7.77 12.30 11.14
C39 6.78 13.87 9.08
C40 11.64 14.07 10.75
C41 16.25 13.57 14.02
C42 10.46 10.51 15.18
C43 12.02 15.37 11.35
C44 12.41 10.92 10.40
C45 14.91 8.56 13.76
C46 16.55 11.25 11.85
C47 11.64 16.61 10.77
C48 12.08 17.83 11.17
C49 7.44 12.67 8.85
H1 15.64 16.27 10.97
H2 17.58 15.16 14.29
H3 11.12 8.90 6.25
H4 14.73 12.32 6.80
H5 18.15 8.58 10.46
H6 14.29 16.88 9.02
H7 18.15 11.11 10.49
H8 10.74 10.55 8.17
H9 10.97 14.20 9.89
H10 16.95 15.46 16.76
H11 7.27 12.90 13.37
H12 7.20 15.95 12.71
H13 5.73 13.90 13.11
H14 13.47 11.24 15.66
H15 10.25 17.94 14.13
H16 12.81 7.28 6.40
H17 13.94 8.65 10.29
H18 11.96 18.73 10.57
H19 14.23 16.75 13.64
H20 9.37 17.11 12.86
H21 9.49 12.62 13.58
H22 8.13 11.67 11.97
H23 6.30 14.49 8.31
H24 8.85 18.24 16.56
H25 10.41 16.20 13.98
H26 14.21 11.46 8.35
H27 8.55 11.04 9.53
H28 8.22 14.37 16.58
H29 7.80 16.96 16.88
H30 14.16 7.04 8.50
H31 15.47 8.70 14.67
H32 5.94 16.28 14.77
H33 13.43 18.83 12.56
H34 14.90 7.44 13.54
H35 6.88 17.68 13.40
H36 14.35 11.31 17.11
H37 8.64 14.97 12.82
H38 7.70 13.37 15.23
H39 13.02 12.56 16.86
H40 13.05 12.47 7.44
H41 16.60 7.48 11.81
H42 7.94 18.83 14.05
H43 6.02 15.15 10.57
H44 6.60 18.17 15.11
H45 13.90 8.96 13.74
H46 9.48 16.65 16.73
H47 10.94 16.51 9.92
H48 13.62 14.90 7.41
H49 12.71 14.61 15.50
H50 15.03 13.98 17.55

Values from the calculation:
Largest force on an atom (eV/Å): 4.2
Multiplicity: 2
Frontier orbital gap (spin up / spin down) (eV): 7.35 / 7.34
LUMO level (spin up / spin down) (eV): -0.2 / -0.2
Expectation value of S²: 0.751
E_tot (eV): -132604.2902
E_HOMO (spin up / spin down) (eV): -7.511 / -7.510

Atom charges from the Mulliken analysis, given in e for atoms 1 to 8: -0.382, 0.620, -0.253, -0.274, -0.012, 0.163, -0.716, 1.392

---

ORCA calculation (wB97M-V/def2-TZVPD) on a molecular structure, C40H32ClN9OPS2TeTi.

CARTESIAN COORDINATES (ANGSTROEM)
Te1 -1.26 -2.86 1.83
Ti1 -0.14 -0.33 0.55
Cl1 3.99 -2.26 6.19
S1 -2.70 1.53 -3.71
S2 1.07 -5.26 2.18
P1 -0.68 -2.02 -1.47
O1 1.65 -0.71 1.03
N1 1.28 -0.20 -1.76
N2 -0.50 1.81 0.08
N3 -4.20 2.18 -1.40
N4 -2.34 -0.28 0.38
N5 -6.81 0.30 1.25
N6 -4.78 -0.51 0.63
N7 -0.27 0.60 2.39
N8 -4.97 1.69 1.48
N9 -0.46 -1.10 -2.94
C1 3.86 -2.23 3.48
C2 -4.83 -3.85 -2.28
C3 0.18 -3.97 2.89
C4 -1.84 4.22 -0.26
C5 -2.53 -4.12 -1.61
C6 2.54 -4.49 -1.14
C7 2.34 0.61 -1.66
C8 -0.48 2.44 -1.08
C9 2.49 -5.24 -2.31
C10 -1.07 1.70 2.40
C11 0.85 0.69 -3.95
C12 1.88 -5.64 3.64
C13 -3.34 -1.96 -2.29
C14 -2.50 3.44 3.32
C15 2.13 -1.07 2.23
C16 1.46 -5.04 -3.22
C17 0.36 0.16 3.50
C18 0.56 -0.18 -2.89
C19 3.28 -1.79 4.66
C20 -3.79 -4.66 -1.83
C21 2.14 -1.02 4.66
C22 -4.60 -2.50 -2.51
C23 -5.47 0.51 1.10
C24 -3.59 1.91 -2.36
C25 -2.30 -2.77 -1.86
C26 -3.49 -0.35 0.48
C27 2.72 1.48 -2.66
C28 -2.56 4.11 2.13
C29 -1.75 2.26 3.48
C30 0.51 -3.87 4.21
C31 0.52 -3.34 -1.78
C32 3.28 -1.85 2.28
C33 0.48 -4.09 -2.96
C34 1.51 -0.65 3.45
C35 1.94 1.52 -3.82
C36 -1.17 2.38 1.13
C37 1.48 -4.81 4.64
C38 -1.12 3.68 -1.28
C39 1.56 -3.55 -0.88
C40 -1.87 3.59 1.00
H1 -1.73 -4.74 -1.24
H2 -1.73 1.76 4.44
H3 -5.40 -1.86 -2.85
H4 2.19 2.21 -4.62
H5 1.71 -0.70 5.60
H6 -3.20 -0.90 -2.46
H7 3.25 -5.98 -2.51
H8 2.87 0.54 -0.72
H9 -1.08 4.13 -2.26
H10 -3.96 -5.71 -1.63
H11 1.87 -4.86 5.65
H12 -1.27 -0.82 -3.49
H13 0.06 -3.12 4.86
H14 2.60 -6.44 3.68
H15 -3.02 3.83 4.18
H16 -5.81 -4.28 -2.45
H17 3.33 -4.65 -0.43
H18 3.71 -2.16 1.33
H19 1.42 -5.62 -4.13
H20 3.58 2.12 -2.53
H21 -2.39 5.15 -0.40
H22 -0.32 -3.92 -3.67
H23 -5.62 2.46 1.52
H24 4.74 -2.86 3.50
H25 0.03 0.52 4.47
H26 0.05 1.98 -1.89
H27 -4.12 1.95 0.99
H28 -7.10 -0.66 1.17
H29 0.22 0.70 -4.83
H30 -7.33 0.89 1.87
H31 -3.11 5.04 2.03
H32 1.59 -2.96 0.03

Values from the calculation:
Largest force on an atom (eV/Å): 0.8
Multiplicity: 3
Frontier orbital gap (spin up / spin down) (eV): 5.10 / 6.41
LUMO level (spin up / spin down) (eV): 2.3 / 2.2
Expectation value of S²: 2.047
Total charge: -1
Energy above the lowest of the compared OMol25 structures with the same formula, charge and spin (kJ/mol): 0.0
E_tot (eV): -131355.1761
E_HOMO (spin up / spin down) (eV): -2.824 / -4.257

Atom charges from the Mulliken analysis, given in e for atoms 1 to 8: 0.057, -0.764, -0.286, -0.510, -0.091, 2.128, 0.294, 0.237

---

ORCA calculation (wB97M-V/def2-TZVPD) on 5 unconnected molecules or ions with the total composition C27H43F13IN4O9 in a non-equilibrium geometry.

CARTESIAN COORDINATES (ANGSTROEM)
I1 -9.31 5.60 -1.08
F1 0.28 -1.10 -1.06
F2 0.17 0.99 -0.52
F3 13.93 -0.86 -2.97
F4 15.31 -2.37 -3.67
F5 6.06 -4.72 -3.60
F6 -0.09 -5.18 2.16
F7 2.01 -0.11 -0.22
F8 5.94 -3.32 -5.25
F9 7.72 -3.41 -4.04
F10 -1.39 -6.49 3.27
F11 0.69 -6.35 3.80
F12 13.85 -2.86 -2.16
F13 -5.67 5.06 0.38
O1 11.85 -2.60 -3.87
O2 0.49 -1.84 1.47
O3 4.51 -2.34 -3.23
O4 6.48 -1.86 -2.23
O5 -10.27 1.13 2.08
O6 -0.47 -8.54 1.78
O7 1.25 -7.23 1.14
O8 -0.25 0.22 2.02
O9 13.38 -2.72 -5.51
N1 -7.14 4.41 3.43
N2 -6.10 6.17 2.33
N3 -8.24 5.37 1.66
N4 -4.59 7.11 0.72
C1 -1.35 3.84 1.44
C2 1.72 -8.24 0.22
C3 0.16 -7.53 1.83
C4 -0.17 -6.37 2.78
C5 6.40 -3.49 -4.01
C6 10.79 -2.93 -4.79
C7 0.15 -2.37 2.78
C8 -2.87 5.79 1.99
C9 3.97 0.02 -2.86
C10 0.67 -0.19 -0.17
C11 0.22 -0.57 1.26
C12 -5.78 6.35 0.90
C13 14.06 -2.16 -3.27
C14 -7.16 5.32 2.48
C15 -1.33 -2.69 2.88
C16 5.82 -2.44 -3.04
C17 0.94 -8.21 -1.08
C18 10.71 -4.42 -5.05
C19 -3.33 6.35 0.63
C20 -8.21 3.43 3.66
C21 -6.96 7.03 0.24
C22 -8.25 2.32 2.59
C23 13.06 -2.54 -4.38
C24 -9.52 2.28 1.74
C25 -8.32 6.45 0.65
C26 -2.70 4.27 2.01
C27 3.82 -1.41 -2.37
H1 -1.90 6.22 2.22
H2 0.45 -1.66 3.55
H3 3.38 0.69 -2.25
H4 1.67 -9.22 0.69
H5 -1.55 -3.14 3.84
H6 10.92 -2.37 -5.72
H7 -1.91 -1.77 2.78
H8 -10.11 3.19 1.93
H9 -6.94 8.07 0.55
H10 -1.23 4.20 0.42
H11 -0.54 4.26 2.03
H12 9.86 -4.65 -5.69
H13 0.76 -3.25 2.89
H14 -8.98 7.22 1.01
H15 -3.52 3.77 1.47
H16 -3.52 6.15 2.79
H17 2.78 -1.72 -2.40
H18 -8.14 1.34 3.05
H19 -0.11 -8.46 -0.91
H20 3.64 0.10 -3.90
H21 -9.28 2.31 0.67
H22 2.77 -8.00 0.05
H23 -4.72 7.69 -0.09
H24 5.01 0.33 -2.82
H25 1.36 -8.92 -1.78
H26 10.61 -4.96 -4.11
H27 4.18 -1.53 -1.35
H28 -2.58 7.06 0.29
H29 9.88 -2.57 -4.32
H30 11.62 -4.77 -5.54
H31 -2.72 3.94 3.05
H32 -8.02 2.98 4.63
H33 -3.37 5.56 -0.12
H34 0.98 -7.21 -1.52
H35 -1.64 -3.36 2.09
H36 -9.17 3.93 3.74
H37 -1.24 2.75 1.45
H38 -6.35 4.34 4.04
H39 -7.39 2.48 1.93
H40 -9.09 5.39 2.21
H41 -6.80 6.97 -0.84
H42 -5.31 5.74 2.80
H43 -10.73 0.83 1.30

Values from the calculation:
Largest force on an atom (eV/Å): 1.6
Frontier orbital gap (eV): 8.98
LUMO level (eV): -2.9
Total charge: +1
Energy above the lowest of the compared OMol25 structures with the same formula, charge and spin (kJ/mol): 29.2
E_tot (eV): -96508.1383
E_HOMO (eV): -11.902

Atom charges from the Mulliken analysis, given in e for atoms 1 to 8: 0.115, -0.266, -0.247, -0.253, -0.239, -0.267, -0.259, -0.255